The following is a DFT calculation (the ωB97M-V functional and the def2-TZVPD basis) of a structure of composition C26H38Ge2N4O4PtSe at a distorted geometry.

```
76
Properties=species:S:1:pos:R:3:forces:R:3
Pt 0.90604 -0.00136 0.10634 -0.4763 -0.6199 -0.1985
C -1.39988 -3.13381 3.47003 -0.0291 0.1049 -0.0914
C -1.17282 -1.77953 2.78453 0.1901 0.2065 -0.0380
Ge 0.49537 -1.74875 1.71639 0.2723 -0.2942 0.2180
C 2.09076 -1.96821 2.85396 -0.1580 0.1744 -0.0787
C 2.18243 -3.30316 3.60586 0.0855 0.1223 -0.1027
C 0.36989 -3.37196 0.61451 0.1689 0.0285 -0.2958
C -0.28764 -3.54987 -0.53479 -0.6299 0.1164 -0.4917
Ge -1.17385 -2.07217 -1.51930 -0.1126 -0.0756 0.4585
C 2.06100 -2.09282 -3.44288 -0.1382 0.7640 0.6796
C 1.96028 -2.54074 -4.77999 -0.5063 -0.8430 -0.3190
C -2.78408 -2.24315 -2.64292 0.8360 -0.3405 -0.1288
C -2.60809 -2.94206 -3.99641 -0.3546 0.1110 0.0599
C -0.33221 -4.83026 -1.29630 0.1881 0.0028 0.1757
C -0.42600 -6.05517 -0.63667 0.0472 -0.0934 -0.0682
C -0.36927 -7.24491 -1.35193 -0.0383 0.0681 0.1448
C -0.22928 -7.23000 -2.73265 0.0360 -0.0785 -0.0228
C -0.14650 -6.01993 -3.40358 -0.0597 0.2179 -0.0684
C -0.21602 -4.83049 -2.68830 0.2225 -0.0631 0.1517
H -2.40212 -3.17038 3.89825 0.0259 -0.0293 0.0315
H -0.69097 -3.29374 4.27950 -0.0407 -0.0163 -0.0223
H -1.30955 -3.96425 2.76583 0.0001 0.0141 0.0476
H -1.13100 -0.97384 3.51989 -0.0928 0.0114 -0.0277
H -2.01829 -1.56722 2.12704 -0.0371 0.0387 0.1887
H 2.08341 -1.13443 3.55938 0.1002 -0.0006 -0.0088
H 2.96316 -1.83283 2.20898 -0.0016 0.0368 0.0247
H 1.38007 -3.41589 4.33161 0.0397 -0.0300 -0.0080
H 3.12598 -3.34805 4.15148 -0.0290 -0.0411 0.0177
H 2.15775 -4.16056 2.93035 -0.0239 0.0156 0.0474
H 0.96637 -4.21491 0.97644 -0.1731 -0.0489 -0.0439
H 2.11605 -2.78971 -2.60364 -0.0127 0.1946 -0.0463
H 2.13784 -1.02111 -3.23202 0.1118 -0.3027 0.1395
H 1.81482 -3.61506 -4.86919 0.0563 0.0301 -0.0594
H 2.89236 -2.25161 -5.31127 -0.1241 0.2594 0.1024
H 1.16143 -1.99098 -5.31153 0.2468 0.2005 -0.0186
H -3.09191 -1.20544 -2.78637 -0.1562 -0.0263 -0.0963
H -3.51861 -2.76249 -2.02290 -0.1082 0.0663 -0.0388
H -1.88323 -2.41880 -4.62180 -0.0064 -0.0486 0.0225
H -3.56254 -2.93639 -4.52426 0.0590 0.0096 -0.0600
H -2.30840 -3.98087 -3.88106 -0.0317 0.0336 -0.0001
H -0.54408 -6.07241 0.44054 0.0041 -0.0172 -0.0368
H -0.43353 -8.18827 -0.82406 -0.0282 0.0313 -0.0363
H -0.18720 -8.16021 -3.28538 0.0023 0.0439 0.0305
H -0.03696 -5.99976 -4.48267 -0.0389 -0.0259 0.0650
H -0.14383 -3.87896 -3.21599 -0.0327 -0.0809 -0.0480
O 1.15267 1.00016 -3.81123 -0.0903 -0.1809 -0.1726
C 0.06584 1.29670 -2.96905 0.1805 -0.4530 -0.8434
O -0.09093 1.90496 -1.99196 -0.4098 0.8662 0.6757
C -0.11519 0.47369 -4.12599 0.0211 0.4439 0.4475
O -0.57717 -0.23546 -4.93070 0.0504 -0.2735 -0.3207
O 0.02967 -0.88820 -1.85025 0.5978 -0.4802 -0.6459
C 4.41021 -1.15806 -0.63976 0.1220 -0.0872 -0.1220
N 4.92598 0.05442 -0.04476 0.1132 -0.1155 0.0879
C 4.26736 1.21393 0.10722 -0.0912 -0.1770 -0.4391
Se 2.54990 1.70882 -0.47872 0.7491 0.4996 0.5857
N 5.10903 2.09065 0.65635 0.3798 0.1225 0.2036
C 6.35657 1.50082 0.87999 -0.1625 0.1908 0.0409
C 7.53056 1.97967 1.44217 -0.0106 0.1342 0.0595
C 8.58691 1.09182 1.51932 0.0440 0.0299 0.0003
C 8.47426 -0.22433 1.05327 -0.0200 -0.0420 -0.0229
C 7.29860 -0.69665 0.49845 -0.0172 -0.1276 -0.0348
C 6.24084 0.19938 0.42706 -0.1954 -0.1807 -0.0438
H 3.32809 -1.08067 -0.72412 -0.0685 0.0509 0.0902
H 4.66990 -2.01022 -0.01200 -0.0213 0.0207 0.0109
H 4.85015 -1.30264 -1.63092 0.0107 0.0176 0.0556
H 4.86155 3.04580 0.85400 -0.0946 0.0513 0.0260
H 7.61082 2.99468 1.81181 0.0272 -0.0604 -0.0429
H 9.52593 1.41987 1.94683 -0.0620 -0.0100 -0.0109
H 9.32565 -0.88810 1.13211 -0.0340 0.0413 -0.0119
H 7.21548 -1.71523 0.13795 0.0103 0.0729 0.0360
N -2.28039 -0.75456 -0.28724 0.0263 0.1466 0.3575
N -1.56791 0.39497 0.20078 0.2874 -0.2839 -0.1895
H -3.10862 -0.49484 -0.81491 -0.2125 0.0793 0.0282
H -2.58337 -1.29622 0.51557 -0.1275 0.0342 0.1585
H -2.08680 0.89797 0.91091 -0.1756 -0.1617 0.1351
H -1.38623 1.03032 -0.56761 -0.0792 0.0054 -0.2491
```
Forces are in eV/Å.

The multiplicity is 1. As for the charge: +2. The calculation puts the HOMO energy (alpha / beta) at -12.765 / -12.660 eV. Its energy above the lowest of the compared OMol25 structures with the same formula, charge and spin is 175.0 kcal/mol. The value obtained for the gap between HOMO and LUMO (alpha / beta) is 4.320 / 4.241 eV.


The following is a DFT calculation (the ωB97M-V functional and the def2-TZVPD basis) of a structure of composition C26H39As3CrN2O3 at a distorted geometry.

```
74
Properties=species:S:1:pos:R:3:forces:R:3
Cr 0.17104 0.57023 -1.74052 1.2624 1.2749 1.8196
C -3.78666 -0.59364 -2.53865 -0.1130 0.0127 -0.0610
O -4.38414 0.50677 -1.85663 0.0128 -0.2653 0.0930
C -3.78103 1.71709 -1.86494 -0.3433 0.1566 -0.0461
C -4.62183 2.82336 -1.76425 -0.0108 -0.1156 -0.0501
C -4.11824 4.11137 -1.73852 0.0789 0.1334 -0.0331
C -2.75129 4.31763 -1.81860 -0.2174 0.2217 0.0537
C -1.89454 3.22779 -1.89416 0.4593 0.1527 -0.0102
C -0.45961 3.47742 -1.89520 -0.7014 0.6094 -0.0422
N 0.43393 2.57351 -1.87162 0.6292 -0.6863 0.0241
N 1.77011 2.99092 -1.82978 -0.4540 0.0776 0.0109
C 2.52313 1.94340 -1.76660 -0.0909 -0.7319 0.0641
O 2.02229 0.71274 -1.77199 1.3605 0.2386 -0.4800
C 3.98281 2.07527 -1.64200 0.0612 0.0112 0.0127
C 4.76904 0.93097 -1.54476 0.0907 0.0016 -0.0107
C 6.14377 1.04474 -1.39741 -0.0603 0.0110 -0.0060
C 6.73217 2.30062 -1.35206 0.0131 -0.0116 0.0032
C 5.94804 3.44381 -1.45098 -0.0019 0.0253 -0.0032
C 4.57603 3.33571 -1.59439 0.0135 -0.0013 -0.0143
C -2.40762 1.92470 -1.91329 0.9223 -0.5254 0.0022
O -1.54837 0.87578 -1.94530 -2.2953 0.0000 -0.4931
H -4.58227 -1.31961 -2.67660 -0.0594 0.0024 -0.0140
H -2.98429 -1.03923 -1.95406 0.0258 -0.0220 0.0264
H -3.39978 -0.28881 -3.51163 0.0117 0.0105 -0.0074
H -5.68796 2.63936 -1.72320 0.0254 -0.0067 0.0203
H -4.79605 4.95162 -1.67158 0.0258 -0.0159 0.0006
H -2.34005 5.31981 -1.81186 -0.0236 -0.0234 0.0119
H -0.11419 4.50993 -1.88954 -0.0680 0.0033 -0.0376
H 4.29803 -0.04102 -1.59457 0.0035 0.0094 0.0189
H 6.75486 0.15497 -1.31836 -0.0059 0.0157 -0.0191
H 7.80538 2.38996 -1.24355 -0.0134 0.0034 0.0110
H 6.40898 4.42211 -1.41434 0.0027 -0.0153 -0.0096
H 3.95316 4.21627 -1.67474 0.0240 -0.0075 0.0150
C 1.13683 0.76699 2.71451 0.4837 0.0164 -0.1796
As 0.16656 0.65228 1.04560 -1.1161 -0.1203 -0.7602
C -1.05835 2.13285 1.37636 0.0768 0.0949 -0.0787
C -1.19589 -0.74859 1.31841 0.0668 -0.1522 0.0161
C -0.79374 -2.23721 1.29687 0.1112 -0.0418 0.0445
C 0.55737 -2.47262 1.97761 -0.1095 0.0632 -0.0004
C -0.73821 -2.78230 -0.14371 -0.0278 0.0845 0.0233
As 0.34414 -1.90640 -1.51208 -0.1628 -0.5752 -0.0190
C -0.16293 -3.01304 -3.01937 -0.0037 0.0755 -0.0771
C 2.13396 -2.55921 -1.18641 0.0669 0.1170 0.0084
C -1.90771 -3.06670 1.97606 0.0176 0.0781 -0.0213
As -2.39688 -3.09308 3.90501 -0.0281 -0.0760 0.0557
C -1.84594 -1.36039 4.64657 -0.0083 0.0342 -0.0151
C -0.88758 -4.12383 4.62010 0.0153 -0.0137 0.0065
H 0.44698 0.58387 3.53469 -0.0611 -0.0228 -0.0187
H 1.51625 1.78531 2.77660 0.0416 0.0063 0.0675
H 1.97293 0.07503 2.75224 -0.0028 -0.0198 0.0461
H -1.37887 2.10212 2.41701 -0.0029 -0.0190 0.0173
H -1.93065 2.05711 0.72823 0.0328 -0.0240 -0.0090
H -0.55878 3.08128 1.18306 0.0048 0.0024 0.0150
H -1.92901 -0.55036 0.52969 -0.0386 -0.0017 -0.0037
H -1.68614 -0.51000 2.25981 0.0343 0.0194 0.0902
H 1.36915 -1.98551 1.43060 0.0052 -0.0117 -0.0015
H 0.78469 -3.53899 2.03562 -0.0059 0.0192 -0.0127
H 0.55938 -2.07463 2.99038 0.0053 -0.0178 0.0474
H -1.74803 -2.80501 -0.56121 -0.0263 0.0281 -0.0209
H -0.37834 -3.81309 -0.12838 -0.0288 -0.0704 0.0166
H -0.03257 -4.06149 -2.76149 0.0014 -0.0512 0.0125
H 0.46900 -2.76894 -3.87052 0.0142 -0.0106 -0.0307
H -1.20080 -2.82869 -3.28808 -0.0299 0.0021 0.0140
H 2.07535 -3.58828 -0.84000 0.0314 -0.0567 0.0096
H 2.64048 -1.94372 -0.44777 0.0177 0.0202 -0.0003
H 2.69243 -2.51474 -2.11883 0.0199 0.0110 -0.0243
H -1.71223 -4.12942 1.79526 -0.0052 0.0021 -0.0475
H -2.84940 -2.85072 1.46440 -0.0148 0.0220 -0.0165
H -2.52262 -0.56331 4.33990 0.0022 -0.0071 0.0014
H -0.81942 -1.09827 4.39952 0.0439 0.0302 0.0083
H -1.92295 -1.46390 5.72930 0.0001 0.0136 -0.0093
H -0.76360 -5.04198 4.04549 -0.0148 0.0098 0.0090
H -1.12717 -4.40056 5.64602 0.0031 0.0000 -0.0023
H 0.04742 -3.56743 4.61861 0.0272 -0.0017 -0.0110
```
Forces are in eV/Å.

The multiplicity is 4. As for the charge: +1. The calculation puts the HOMO energy (alpha / beta) at -10.899 / -10.903 eV. The value obtained for the gap between HOMO and LUMO (alpha / beta) is 6.526 / 7.568 eV. As for the expectation value of S²: 3.812.


no.,calculated total energy (eV)
1,-223334.1807
2,-247648.9283